Record 1
The following is a DFT calculation (wB97M-V/def2-TZVPD) of an isolated ion of composition C5H13N2O and charge +1 at a distorted geometry.

Geometry as XYZ:
```
21
Properties=species:S:1:pos:R:3:forces:R:3:nbo_charge:R:1
C -1.940788 -0.319245 0.997594 0.058 3.442 -3.900 -0.65
C -0.599286 -0.931806 0.536501 -2.248 1.054 -2.832 -0.12
N -0.923184 -2.348275 0.067122 0.779 -0.614 -2.577 -0.72
C 0.150665 -0.181502 -0.731618 -1.835 0.704 2.569 0.68
O -0.345123 -0.600784 -1.762428 1.562 0.325 -0.697 -0.62
N 0.981623 0.891872 -0.463194 -0.356 -1.052 -0.585 -0.43
C 1.665192 1.523168 -1.649312 -0.989 1.036 -1.319 -0.45
C 1.248570 1.467136 0.938439 0.628 -0.803 -2.012 -0.41
H -2.411972 -0.833957 1.760028 -0.527 -0.862 1.987 0.23
H -2.727530 -0.264290 0.152350 1.382 -0.417 0.853 0.24
H -1.813845 0.811815 1.173708 -0.079 -1.857 0.393 0.26
H -0.048022 -1.029786 1.364768 2.539 -0.452 3.006 0.21
H -2.001143 -2.538505 -0.038026 2.690 0.672 -0.725 0.47
H -0.641295 -3.026487 0.746179 0.316 -0.450 0.905 0.43
H -0.200331 -2.567772 -0.825126 -3.273 0.785 2.102 0.50
H 1.592808 0.877369 -2.598443 -0.207 0.744 1.758 0.25
H 2.762687 1.767222 -1.546992 -1.286 -0.410 0.602 0.23
H 1.076962 2.496468 -1.864847 1.190 -1.442 0.177 0.22
H 1.912986 2.312190 0.776069 -0.277 0.171 -0.028 0.24
H 1.861303 0.732990 1.416765 0.195 -0.421 0.782 0.21
H 0.399717 1.762184 1.550456 -0.260 -0.151 -0.457 0.22
```
Forces are in eV/Å.

LUMO energy	-3.563	eV
HOMO level	-13.394	eV
energy relative to the best compared isomer or geometry (same formula, charge and spin)	63.09	kcal per mole
multiplicity	1
E	-10415.46014	eV
net charge	+1
orbital gap	9.83	eV
structure (SMILES)	C[C@@H]([NH3+])C(=O)N(C)C
M	117.17	g/mol

***

Record 2
The following is a DFT calculation (wB97M-V/def2-TZVPD) of a single C4H6O2 molecule.

Geometry as XYZ:
```
12
Properties=species:S:1:pos:R:3:forces:R:3:nbo_charge:R:1
C 0.961939 0.885409 1.728158 -0.094 -0.006 -0.053 -0.47
C -0.079659 0.603272 0.958647 0.121 -0.041 0.253 0.11
O -0.121521 0.985568 -0.355578 0.115 0.081 0.051 -0.51
C -0.724205 0.029071 -1.198873 -0.179 -0.137 -0.149 -0.18
C 0.006871 -1.301248 -1.132560 -0.143 -0.264 -0.144 0.41
O -0.512693 -2.359964 -1.379228 0.205 0.413 0.064 -0.50
H 0.970445 0.606961 2.775118 -0.078 0.063 -0.143 0.21
H 1.821381 1.404341 1.316754 -0.089 -0.052 0.064 0.21
H -0.962785 0.068767 1.316522 0.123 0.084 -0.052 0.17
H -0.646816 0.424767 -2.217977 -0.017 -0.104 0.119 0.22
H -1.788099 -0.125890 -0.971581 0.138 0.016 0.040 0.20
H 1.075142 -1.221055 -0.839403 -0.103 -0.055 -0.048 0.12
```
Forces are in eV/Å.

LUMO energy	0.843	eV
HOMO level	-9.367	eV
energy relative to the best compared isomer or geometry (same formula, charge and spin)	45.11	kcal per mole
multiplicity	1
E	-8338.50490	eV
orbital gap	10.21	eV
structure (SMILES)	C=COCC=O
M	86.09	g/mol

***

Record 3
The following is a DFT calculation (wB97M-V/def2-TZVPD) of C62H58N3O5P2S4Ti as an isolated structure at a distorted geometry.

Geometry as XYZ:
```
135
Properties=species:S:1:pos:R:3:forces:R:3:mulliken_charge:R:1
Ti 0.705288 -0.135675 -0.089577 -0.147 -0.860 -0.164 0.34
C -2.814311 -0.501124 0.352687 0.078 -0.071 0.102 -1.57
N -1.609400 -1.348765 0.483261 0.134 0.240 0.304 1.88
C -1.282137 -1.533073 1.927885 0.067 0.165 -0.052 0.09
C 0.118261 -2.022812 2.261014 0.157 0.240 -0.098 -2.55
N 1.306371 -1.208283 1.792215 0.278 -0.188 0.377 1.54
C 1.827531 -0.254315 2.858541 -0.093 -0.352 -0.189 -1.13
C 2.470468 -2.079142 1.526318 -0.267 0.099 0.281 0.07
C 2.730292 -3.240488 2.230257 -0.070 -0.101 0.113 -0.76
C 3.898396 -3.950548 1.977384 -0.001 0.002 0.014 -1.09
C 4.811446 -3.481342 1.044964 0.034 0.011 -0.027 -0.94
C 4.567206 -2.288574 0.376010 0.147 -0.025 -0.093 -0.63
C 3.396967 -1.587030 0.620507 0.109 0.193 -0.012 0.77
S 3.046965 -0.054971 -0.189620 -0.222 -0.123 0.067 -0.16
C -1.858729 -2.636347 -0.122379 -0.164 0.017 -0.050 -1.17
C -3.105802 -3.249589 -0.084411 -0.108 -0.095 0.030 -0.16
C -3.301295 -4.477289 -0.699561 -0.060 -0.035 0.032 -1.06
C -2.239783 -5.106447 -1.339599 0.118 0.025 0.002 -1.05
C -0.989916 -4.505833 -1.357955 0.002 -0.124 -0.036 -0.61
C -0.801184 -3.262074 -0.752130 0.093 -0.007 -0.036 0.88
S 0.772900 -2.518199 -0.750255 0.169 0.215 -0.038 -0.24
H -3.583532 -0.770835 1.083348 -0.010 -0.009 0.010 0.62
H -3.232927 -0.638237 -0.642917 0.007 0.000 -0.005 0.53
H -2.573506 0.541852 0.500212 0.140 0.232 0.133 -0.17
H -1.951619 -2.281736 2.353066 -0.207 -0.115 0.081 1.00
H -1.496608 -0.609194 2.443496 -0.066 0.189 0.061 -0.57
H 0.228761 -3.016343 1.851486 0.109 -0.201 -0.148 0.85
H 0.145398 -2.095237 3.344899 0.080 -0.056 0.211 0.93
H 1.625062 -0.660903 3.847402 -0.007 -0.105 0.062 0.18
H 1.392260 0.722737 2.768162 0.060 0.066 -0.197 -0.42
H 2.893001 -0.146395 2.737785 0.277 -0.043 -0.089 0.74
H 2.036057 -3.604371 2.979873 0.050 0.029 -0.087 0.51
H 4.094504 -4.866433 2.522193 -0.019 0.053 -0.053 0.46
H 5.718880 -4.039336 0.841033 -0.079 0.072 0.028 0.43
H 5.281829 -1.897370 -0.341943 -0.085 -0.072 0.062 0.53
H -3.935653 -2.780894 0.431872 0.044 -0.019 -0.054 0.53
H -4.280253 -4.945041 -0.668918 0.118 0.054 -0.014 0.50
H -2.383451 -6.068565 -1.817943 0.015 0.064 0.033 0.47
H -0.141399 -4.993211 -1.831849 -0.145 0.051 0.056 0.57
O 0.105625 1.647665 -2.761416 -0.286 -0.158 0.215 -0.85
S -0.890307 0.976228 -1.833088 1.187 0.794 -1.267 1.40
C -1.749402 2.452789 -1.371649 -0.216 -0.353 0.640 1.19
C -3.090078 2.736434 -1.503704 -0.073 -0.128 -0.074 -0.29
C -3.535677 3.978574 -1.079362 -0.087 0.224 0.061 -1.00
C -2.633814 4.894417 -0.559489 0.044 0.000 0.000 -1.16
C -1.282241 4.578459 -0.438879 -0.117 0.118 -0.040 -0.47
C -0.812514 3.328349 -0.799357 0.021 -0.165 0.046 -1.21
P 0.989233 2.829062 -0.619468 -0.160 0.629 -0.199 2.05
C 1.657067 4.167750 -1.737849 0.131 0.011 -0.014 1.50
C 2.148957 5.348287 -1.164137 0.024 -0.129 -0.098 -0.73
C 2.499293 6.435169 -1.955040 -0.005 -0.030 0.048 -0.84
C 2.382939 6.363840 -3.333924 -0.013 -0.022 -0.008 -0.79
C 1.926754 5.191093 -3.917855 -0.019 -0.055 0.085 -0.97
C 1.559719 4.105126 -3.132782 0.003 0.148 0.170 -0.72
C 1.585830 3.468431 0.997712 -0.134 -0.170 0.143 0.86
C 2.949373 3.250788 1.221765 -0.033 0.035 0.122 -0.31
C 3.542896 3.605837 2.424476 -0.006 -0.042 -0.035 -0.89
C 2.778585 4.188105 3.430117 0.040 -0.024 -0.011 -0.81
C 1.431761 4.430696 3.211045 -0.037 0.029 0.001 -0.29
C 0.835491 4.067797 2.006122 -0.057 0.172 -0.077 -0.78
C -1.560912 -0.164608 -3.018209 -0.257 -0.164 0.412 1.21
C -2.882284 -0.344734 -3.365745 -0.050 0.085 -0.014 -0.29
C -3.177379 -1.246139 -4.382107 -0.015 -0.036 -0.057 -1.31
C -2.147938 -1.911504 -5.025117 0.022 -0.039 -0.077 -1.23
C -0.820038 -1.720164 -4.641028 -0.073 -0.036 -0.076 -0.33
C -0.488850 -0.863722 -3.601141 0.047 -0.072 -0.051 -0.42
P 1.224703 -0.602959 -2.898858 0.170 -0.108 -0.605 1.55
C 2.108688 0.472789 -4.101479 0.016 0.099 0.076 0.94
C 1.954006 0.313613 -5.475664 -0.069 0.031 -0.016 -0.61
C 2.735549 1.047260 -6.357199 0.022 -0.003 -0.020 -0.69
C 3.695995 1.929832 -5.873357 -0.028 -0.023 -0.026 -0.91
C 3.856281 2.090663 -4.505073 0.025 -0.025 -0.020 -0.94
C 3.060287 1.369169 -3.625247 -0.059 -0.071 -0.110 0.16
C 2.205271 -2.115917 -3.335213 0.005 -0.048 0.129 1.07
C 1.685389 -3.374479 -3.639981 0.059 -0.036 0.022 -0.23
C 2.522997 -4.443879 -3.926885 -0.016 0.039 0.016 -1.20
C 3.902867 -4.287437 -3.874640 -0.028 0.019 0.007 -0.81
C 4.435559 -3.053500 -3.532903 -0.019 0.054 0.031 -0.82
C 3.594966 -1.975502 -3.275743 -0.089 -0.095 -0.056 -1.20
H -3.781546 2.023351 -1.938745 0.101 0.124 0.086 0.35
H -4.585225 4.235552 -1.172052 0.107 -0.016 0.010 0.48
H -2.981404 5.869508 -0.239470 0.023 -0.040 -0.055 0.47
H -0.589833 5.322924 -0.067435 -0.010 0.010 0.025 0.64
H 2.270561 5.428415 -0.093931 -0.048 0.069 -0.009 0.37
H 2.859495 7.341362 -1.482873 0.002 -0.044 -0.015 0.47
H 2.642042 7.217844 -3.947172 0.024 -0.037 0.002 0.40
H 1.845633 5.114123 -4.995552 -0.012 -0.005 0.038 0.51
H 1.184379 3.222149 -3.613945 -0.071 -0.089 -0.048 0.57
H 3.556140 2.813799 0.440428 0.064 -0.097 -0.043 0.47
H 4.601692 3.424760 2.578854 -0.105 0.020 -0.029 0.46
H 3.232994 4.452309 4.377974 -0.010 0.018 -0.073 0.39
H 0.834697 4.906919 3.983285 0.040 -0.050 -0.082 0.43
H -0.222025 4.257232 1.864483 0.119 -0.020 0.035 0.13
H -3.673155 0.224139 -2.890660 0.088 -0.141 -0.045 0.31
H -4.207351 -1.406736 -4.678923 0.088 0.020 0.009 0.46
H -2.370740 -2.590702 -5.842907 0.030 0.090 0.117 0.48
H -0.039137 -2.248412 -5.170803 -0.032 -0.010 0.023 0.62
H 1.220133 -0.382633 -5.868713 0.076 0.050 0.019 0.21
H 2.603354 0.918550 -7.426262 0.012 0.020 0.090 0.46
H 4.317170 2.488575 -6.564131 -0.048 -0.028 0.042 0.41
H 4.594265 2.785860 -4.120157 -0.055 -0.046 -0.012 0.51
H 3.175676 1.507706 -2.559568 0.029 0.026 0.103 0.15
H 0.617641 -3.542560 -3.619602 0.009 0.002 -0.008 0.79
H 2.094463 -5.409336 -4.175211 0.028 0.081 0.016 0.44
H 4.556623 -5.123707 -4.094454 -0.047 0.051 0.023 0.41
H 5.511857 -2.922975 -3.470647 -0.127 0.008 -0.023 0.48
H 4.028589 -1.017045 -3.026952 0.047 0.038 -0.007 0.42
C -6.132629 -3.581963 3.696179 0.053 0.079 0.169 -1.71
C -5.030814 -2.807663 4.381400 0.009 -0.085 -0.035 0.89
C -3.849423 -3.442645 4.778693 -0.097 -0.032 -0.062 -0.74
C -2.817520 -2.730526 5.367473 -0.111 0.119 -0.003 -0.77
C -2.970871 -1.359950 5.572868 0.035 -0.313 -0.169 0.27
C -4.154872 -0.717460 5.236770 -0.047 -0.021 0.121 -0.33
C -5.175012 -1.447047 4.643790 -0.075 -0.035 -0.031 -0.68
S -1.579362 -0.477325 6.191565 -0.393 -0.136 0.027 1.27
O -0.438023 -1.000678 5.484554 0.157 -0.009 -0.146 -0.55
O -1.552462 -0.445538 7.621773 0.067 -0.026 -0.033 -0.76
N -1.964944 1.037903 5.738542 0.662 0.901 -0.209 -0.35
C -1.951234 1.545065 4.349264 0.039 -0.211 0.145 -1.35
C -0.621786 1.480398 3.568971 -0.301 -0.229 0.386 0.80
C -0.902920 1.665887 2.091289 0.383 -0.484 -0.009 -0.82
O -1.795413 2.417236 1.785219 -0.184 -0.116 -0.636 -0.62
O -0.163808 0.958999 1.210282 -0.682 0.901 0.592 1.22
H -5.741356 -4.479927 3.219044 -0.013 0.000 0.019 0.37
H -6.627943 -2.974589 2.936223 0.028 -0.019 0.058 0.39
H -6.894834 -3.890489 4.418880 0.078 0.023 -0.071 0.38
H -3.738978 -4.510735 4.614277 0.005 0.105 0.001 0.40
H -1.899544 -3.224938 5.669387 -0.076 0.058 -0.101 0.47
H -4.275849 0.341692 5.442446 0.003 -0.185 -0.046 0.57
H -6.106859 -0.951557 4.385790 0.114 -0.020 -0.021 0.42
H -1.615067 1.675029 6.451719 -0.180 -0.066 -0.191 0.37
H -2.279400 2.575891 4.404578 -0.142 0.126 0.029 0.34
H -2.726532 1.016607 3.794588 0.010 -0.088 0.001 0.36
H -0.113474 0.553553 3.775077 -0.187 -0.091 0.145 -0.39
H 0.032952 2.291553 3.890035 0.111 -0.020 -0.012 0.30
```
Forces are in eV/Å.

LUMO energy	-3.142	eV
HOMO level	-9.763	eV
energy relative to the best compared isomer or geometry (same formula, charge and spin)	59.27	kcal per mole
multiplicity	1
E	-164973.04327	eV
net charge	+1
orbital gap	6.62	eV
M	1163.24	g/mol

***

Record 4
The following is a DFT calculation (wB97M-V/def2-TZVPD) of C16H22ClNO2 as an isolated structure at a distorted geometry.

Geometry as XYZ:
```
42
Properties=species:S:1:pos:R:3:forces:R:3:nbo_charge:R:1
O -1.876041 -1.316523 -1.893849 -5.607 1.919 -8.247 -0.61
C -1.239968 -1.766371 -1.070594 7.294 -2.197 3.056 0.67
N -1.285789 -1.217047 0.077395 -1.374 4.938 9.029 -0.42
C -0.613080 -1.568518 1.377544 -1.565 7.114 0.472 -0.20
H -0.271667 -2.436667 1.204574 3.347 -6.323 -0.730 0.18
C 0.466003 -0.469420 1.993788 2.011 -1.779 -3.313 -0.43
C -0.061824 0.562408 3.027445 -0.742 0.645 -11.109 -0.40
H -0.648066 0.119800 3.609679 -3.759 -3.445 6.352 0.20
H 0.618489 1.288226 3.115112 2.524 2.433 1.760 0.23
C -1.246610 1.375513 2.162376 4.549 4.665 -0.673 -0.39
H -0.622573 1.983553 1.143625 -1.714 -1.591 3.315 0.18
C -2.428091 0.763554 1.592783 -3.571 -4.644 3.636 -0.45
H -3.473366 1.317520 1.682570 2.434 -0.620 -0.484 0.25
H -2.630154 -0.134467 2.401552 -0.166 1.851 -1.400 0.17
C -2.397964 0.013947 0.281065 7.254 -4.620 8.285 -0.13
H -3.160708 -0.464894 0.156700 -8.928 -4.513 -1.967 0.18
H -2.124091 0.657867 -0.268865 3.078 8.021 -8.827 0.17
H -1.476881 2.178604 2.948581 -0.153 -0.747 -1.518 0.22
H 0.897810 -0.053745 0.874167 -0.995 -0.295 3.551 0.22
H 1.381546 -1.035077 2.448111 -1.604 0.644 -0.823 0.21
H -1.335169 -1.668472 2.150192 -1.034 -0.266 0.473 0.18
C 0.014393 -2.685965 -1.252866 -3.171 -1.525 1.305 -0.49
H -0.199031 -3.538921 -0.604735 0.463 -0.078 0.536 0.21
C 1.449110 -2.287936 -1.269014 -5.546 6.901 -0.674 -0.43
H 1.834914 -3.058759 -1.613422 4.769 -7.667 -1.214 0.21
C 1.563774 -1.537127 -2.639823 6.268 7.329 7.765 0.00
H 1.210768 -2.070681 -3.338199 -2.728 -3.709 -5.346 0.17
H 2.711986 -1.235627 -2.789925 -2.193 -1.021 -0.133 0.17
O 0.883154 -0.269524 -2.602584 -2.594 -4.851 -4.771 -0.49
C 1.022520 0.691781 -1.826945 -1.422 4.342 0.984 0.31
C 2.118348 0.949129 -1.163503 4.127 1.103 4.448 -0.31
C 2.092549 2.145514 -0.300051 11.199 -9.241 0.151 -0.22
C 1.236564 3.000697 -0.341787 -7.154 8.344 1.948 -0.05
C 0.024267 2.892680 -1.053352 -1.306 -0.435 -3.166 -0.24
C -0.014955 1.766803 -1.866255 0.289 -1.313 -0.798 -0.22
H -0.689473 1.550108 -2.744977 0.096 0.656 1.497 0.24
H -0.793132 3.670057 -1.288352 1.736 -1.032 1.037 0.26
Cl 1.542029 4.347770 0.812409 -0.709 0.127 -0.445 -0.07
H 3.089984 2.218067 0.365562 -2.631 0.159 -1.500 0.23
H 3.062739 0.281134 -1.012928 -2.103 1.095 -0.651 0.23
H 1.566719 -1.840325 -0.326365 1.870 0.748 0.816 0.23
H -0.199030 -3.118668 -2.156839 -0.539 -1.120 -2.631 0.21
```
Forces are in eV/Å.

LUMO energy	0.738	eV
HOMO level	-8.521	eV
energy relative to the best compared isomer or geometry (same formula, charge and spin)	301.65	kcal per mole
multiplicity	1
E	-35044.54132	eV
orbital gap	9.26	eV
M	295.81	g/mol